97
Properties=species:S:1:pos:R:3:lowdin_charge:R:1 method="wB97M-V/def2-TZVPD" multiplicity=1 gap_ha="0.082 / 0.082" energy_ha=-3999.72030 fmax_ev_per_a=3.12 total_charge=+1 lumo_energy_ha="-0.1449 / -0.1449" homo_energy_ev="-6.186 / -6.168"
Ti 0.562 -0.874 1.254 1.1147
C -0.386 4.792 -4.309 -0.0497
C -0.540 3.938 -3.079 -0.2779
C -1.012 4.455 -1.903 -0.0100
C -1.231 3.689 -0.710 -0.1734
C -1.645 4.445 0.411 -0.1219
N -1.956 4.151 1.703 -0.0268
C -2.711 3.043 2.295 -0.2061
C -2.224 2.759 3.703 -0.1649
C -0.926 1.965 3.730 -0.1743
N -0.472 1.871 5.100 0.0829
C 0.151 0.892 5.809 0.0384
C 0.834 -0.307 5.539 -0.0911
C 1.432 -0.882 6.706 0.0305
C 2.262 -1.980 6.714 -0.2579
C 2.854 -2.508 7.994 -0.0352
C 2.527 -2.589 5.500 0.0467
C 1.932 -2.112 4.317 -0.1194
C 2.166 -2.903 3.144 -0.0708
N 1.797 -2.656 1.940 -0.0347
C 1.892 -3.776 0.997 -0.2040
C 0.478 -4.279 0.689 -0.1595
C -0.211 -3.315 -0.289 -0.2835
N 0.241 -1.968 -0.033 -0.2315
C -1.509 -0.425 -1.516 -0.2361
C -0.319 1.834 -1.990 -0.3706
C -0.157 2.580 -3.128 -0.0790
C -0.928 2.308 -0.819 -0.2092
O -0.463 0.676 0.909 -0.3365
C 1.059 -1.012 4.298 -0.2100
O 0.449 -0.661 3.168 -0.1895
H -1.082 5.630 -4.299 0.0771
H -0.567 4.211 -5.214 0.0755
H 0.625 5.201 -4.374 0.0799
H -1.275 5.507 -1.873 0.1151
H -1.591 5.515 0.242 0.0968
H -2.046 4.988 2.257 0.1181
H -2.593 2.167 1.672 0.0790
H -3.772 3.311 2.312 0.1188
H -2.992 2.211 4.252 0.1214
H -2.085 3.713 4.230 0.1142
H -0.176 2.460 3.103 0.1396
H -1.075 0.973 3.319 0.1012
H -0.732 2.658 5.669 0.1437
H 0.188 1.164 6.856 0.1315
H 1.227 -0.396 7.653 0.1215
H 2.610 -1.862 8.837 0.0801
H 3.941 -2.575 7.926 0.0879
H 2.477 -3.507 8.217 0.0891
H 3.183 -3.451 5.446 0.1333
H 2.678 -3.850 3.338 0.1338
H 2.497 -4.580 1.424 0.1138
H 2.376 -3.426 0.083 0.1149
H -0.079 -4.324 1.627 0.1142
H 0.514 -5.295 0.292 0.1155
H -1.298 -3.370 -0.197 0.1077
H 0.048 -3.625 -1.310 0.0927
H -1.852 -1.232 -2.146 0.0954
H 0.208 2.153 -4.051 0.0660
C 4.182 1.335 -4.370 -0.0347
C 2.689 1.347 -4.597 -0.4086
C 2.309 1.177 -6.050 -0.0557
O 2.170 0.247 -3.761 -0.2751
P 0.893 -0.639 -3.636 0.1078
S -0.447 -0.723 -4.988 0.4224
S 0.156 0.142 -1.694 1.0834
O 1.428 -1.937 -2.955 -0.3107
C 2.064 -3.110 -3.589 -0.4116
C 1.048 -3.931 -4.351 -0.0552
C 3.252 -2.686 -4.424 -0.0404
H 4.625 2.208 -4.850 0.0938
H 4.631 0.439 -4.802 0.0846
H 4.412 1.372 -3.305 0.0883
H 2.256 2.256 -4.183 0.1234
H 2.652 0.211 -6.424 0.0848
H 2.797 1.958 -6.632 0.0956
H 1.235 1.250 -6.207 0.0459
H 2.402 -3.665 -2.714 0.1357
H 0.717 -3.420 -5.253 0.0579
H 0.179 -4.150 -3.730 0.0802
H 1.510 -4.876 -4.639 0.0938
H 2.926 -2.140 -5.313 0.0818
H 3.787 -3.575 -4.759 0.0956
H 3.936 -2.065 -3.848 0.0864
N -1.459 1.326 0.100 -0.1184
C -2.183 0.289 -0.621 -0.2255
C -3.625 0.135 -0.368 -0.1525
C -4.232 -1.116 -0.461 -0.0304
C -5.601 -1.243 -0.287 -0.0753
C -6.375 -0.121 -0.023 -0.0799
C -5.776 1.128 0.067 -0.0649
C -4.407 1.258 -0.100 -0.0186
H -3.625 -1.995 -0.645 0.1045
H -6.064 -2.219 -0.349 0.1052
H -7.444 -0.220 0.112 0.1050
H -6.380 2.004 0.264 0.1078
H -3.944 2.234 -0.052 0.1057

45
Properties=species:S:1:pos:R:3:nbo_charge:R:1 method="wB97M-V/def2-TZVPD" multiplicity=1 gap_ha=0.306 energy_ha=-1968.95088 fmax_ev_per_a=2.09 total_charge=+1 lumo_energy_ha=-0.0894 homo_energy_ev=-10.764
Y 0.090 0.103 -0.938 1.9496
C -1.244 0.051 2.155 -0.0883
C -2.525 -0.071 1.294 -0.0921
O -2.138 -0.567 0.013 -0.5920
C -3.165 -0.477 -0.978 -0.0974
C -2.722 -1.360 -2.170 -0.0877
O -1.339 -1.718 -2.066 -0.5686
C -1.135 -3.026 -1.522 -0.0878
C 0.355 -3.210 -1.329 -0.0860
O 0.902 -2.158 -0.521 -0.5931
C 1.158 -2.435 0.863 -0.0909
C 0.028 -1.939 1.744 -0.0900
O -0.116 -0.535 1.499 -0.5736
H -1.388 -0.421 3.127 0.2062
H -0.991 1.097 2.309 0.2282
H -2.997 0.908 1.186 0.2094
H -3.247 -0.761 1.737 0.1949
H -3.279 0.567 -1.268 0.2146
H -4.110 -0.837 -0.569 0.2038
H -2.840 -0.822 -3.108 0.2229
H -3.321 -2.268 -2.211 0.2026
H -1.501 -3.780 -2.223 0.2135
H -1.672 -3.122 -0.575 0.1860
H 0.855 -3.142 -2.295 0.2233
H 0.559 -4.183 -0.885 0.2133
H 2.071 -1.893 1.111 0.2398
H 1.325 -3.501 1.019 0.2120
H 0.289 -2.104 2.792 0.2140
H -0.911 -2.455 1.524 0.1837
F 3.392 5.290 2.448 -0.2704
C 3.217 4.228 1.677 0.2664
C 1.963 3.655 1.563 0.2816
F 0.919 4.155 2.223 -0.2828
C 1.807 2.547 0.759 0.2807
F 0.552 2.005 0.666 -0.3287
C 2.837 1.953 0.049 -0.2518
S 2.623 0.512 -0.910 -0.3432
C 4.089 2.558 0.182 0.3220
F 5.131 2.044 -0.459 -0.2794
C 4.280 3.674 0.978 0.3258
F 5.485 4.216 1.081 -0.2788
O -1.237 1.847 -1.323 -0.7645
C -0.833 1.834 -2.519 0.6436
O -0.087 0.902 -2.927 -0.7501
H -1.127 2.638 -3.205 0.1592

44
Properties=species:S:1:pos:R:3:nbo_charge:R:1 method="wB97M-V/def2-TZVPD" multiplicity=1 gap_ha="0.240 / 0.240" energy_ha=-1086.73487 fmax_ev_per_a=4.02 total_charge=+1 lumo_energy_ha="-0.1394 / -0.1394" homo_energy_ev="-10.325 / -10.325"
O 3.038 0.596 -1.545 -1.1247
H 3.882 0.999 -1.298 0.5098
Y 1.185 0.345 -0.288 2.0514
N -1.040 -0.029 -1.142 -0.2551
N 1.011 -1.143 -2.214 -0.1764
O -2.212 0.621 -0.611 -0.5605
O 2.151 -1.100 -2.922 -0.5522
C -1.269 -0.699 -2.291 0.2708
C -0.117 -1.269 -2.928 0.1581
C -2.642 -0.763 -2.886 -0.7088
C -0.182 -1.805 -4.323 -0.6881
H -3.365 -0.078 -2.428 0.2492
H -3.041 -1.782 -2.784 0.2560
H -2.604 -0.554 -3.965 0.2671
H 0.828 -1.994 -4.680 0.2723
H -0.636 -1.073 -5.007 0.2398
H -0.746 -2.750 -4.378 0.2429
H -2.835 -0.132 -0.625 0.4705
H 2.657 -0.098 -2.422 0.5121
O 1.226 -1.998 0.517 -0.9457
H 0.744 -2.329 1.300 0.5061
H 1.201 -2.731 -0.126 0.5167
C 0.636 2.470 -0.886 -1.3599
H 0.476 3.072 -0.006 0.2168
H -0.192 2.483 -1.561 0.2292
H 1.543 2.777 -1.453 0.2340
O -2.617 3.596 0.303 -0.9284
H -2.631 2.638 0.164 0.4691
H -2.006 3.703 1.052 0.4628
O 2.923 0.218 1.396 -0.7581
C 2.734 -0.023 2.833 -0.0938
C 1.285 0.190 3.180 0.1973
C 0.921 0.268 4.528 -0.2314
C -0.388 0.504 4.903 -0.1220
C -1.318 0.586 3.879 -0.2409
C -0.896 0.443 2.559 0.0512
N 0.398 0.303 2.181 -0.5349
H 3.875 0.236 1.149 0.5227
H 3.024 -1.053 3.104 0.2119
H 3.373 0.678 3.377 0.2174
H 1.713 0.142 5.238 0.2318
H -0.688 0.605 5.938 0.2458
H -2.374 0.746 4.070 0.2453
H -1.620 0.436 1.742 0.2227